# 1
# C6H9N2O2

A cluster of 2 separate species, C6H9N2O2 in total at a distorted geometry (ωB97M-V/def2-TZVPD, OMol25).

```
19
Properties=species:S:1:pos:R:3:forces:R:3
C -0.069081 0.213961 3.159888 0.625 1.014 0.021
C -1.742803 1.210226 0.187598 -0.331 0.071 -0.143
C 0.325123 0.830001 0.654209 -0.155 0.097 -0.044
C -0.442481 0.606595 1.761856 -0.655 -0.053 0.297
N -0.517741 1.233255 -0.362352 0.469 -0.705 0.131
N -1.767625 0.866466 1.460640 0.353 -0.023 -0.020
H -0.183014 0.933727 -1.425485 -0.047 0.372 0.176
H -2.627884 1.460395 -0.376023 -0.030 -0.008 -0.080
H 1.383169 0.732032 0.483328 0.061 -0.067 0.013
H -0.938197 0.149969 3.808484 -0.197 -0.367 -0.207
H 0.510169 1.047842 3.583991 0.133 -0.248 0.090
H 0.558214 -0.675063 3.218604 -0.155 -0.123 0.019
C 0.830518 -1.643615 -1.810851 0.049 -1.282 -0.365
C 0.653313 -0.656894 -2.944290 1.031 1.024 -0.222
O 0.370155 0.552231 -2.607924 -0.372 -0.191 -0.156
O 0.931539 -0.998349 -4.094156 -0.237 -0.380 -0.047
H 0.624105 -2.651213 -2.181705 -0.663 0.056 -0.016
H 0.218060 -1.396898 -0.953491 0.128 -0.062 0.307
H 1.884461 -1.814669 -1.562322 -0.004 0.873 0.245
```
Positions in Å, forces in eV/Å.

- Relative energy (zero: lowest compared OMol25 entry of this formula, charge and spin): 9.16 kcal/mol
- HOMO level: -4.776 eV
- Gap between HOMO and LUMO: 8.5 eV
- Charge: -1
- Electronic energy: -13445.36608 eV


# 2
# C16H18BF10O6S

The ion C16H18BF10O6S with charge -1 at a distorted geometry (ωB97M-V/def2-TZVPD, OMol25).

```
52
Properties=species:S:1:pos:R:3:forces:R:3
C -1.618826 -0.262590 3.591425 -0.988 1.219 -9.674
C -1.695139 -0.179463 2.169824 1.348 1.113 10.133
C -1.735419 0.174707 0.558852 -2.628 -2.870 2.252
C -3.197752 0.887206 0.424273 0.179 2.241 1.089
C -3.076805 2.542544 1.082618 -3.469 -0.469 -0.465
C -3.888010 3.737800 0.131948 1.809 0.668 1.800
O -4.408108 3.164845 1.588867 6.140 -1.692 -0.722
O -1.804599 -1.235588 0.038453 -0.323 4.247 1.236
B -0.404247 -1.694716 -0.183176 -0.868 -1.870 -1.309
C -0.575356 -2.526970 -1.629500 -0.446 -0.576 -1.824
C 0.345940 -2.603907 0.961135 0.201 -0.456 1.060
C 1.128009 -3.932080 0.409899 0.411 -0.678 1.306
C 2.450198 -3.628107 -0.520026 0.222 -0.651 -0.240
C 3.745198 -4.613262 -0.131108 -0.157 0.284 -0.265
O 3.919741 -5.686216 -1.166332 -0.114 2.418 -0.595
O 0.314454 -0.426204 -0.366923 0.463 5.047 -0.466
C -0.404597 0.878180 -0.161499 -0.820 -6.240 -2.965
C -0.724359 1.318950 -1.734106 -3.413 0.840 0.154
F -1.801399 0.464556 -2.369628 3.520 2.718 2.352
F -1.395622 2.673983 -1.695590 2.379 -3.505 -0.408
C 0.517650 1.203763 -2.769559 1.947 -1.271 -3.733
F 0.434200 2.260713 -3.845062 0.310 -3.348 3.833
F 1.881396 1.216887 -2.235001 -4.893 0.262 -1.546
F 0.367112 -0.100123 -3.519119 0.778 4.605 2.628
S 0.828154 1.836393 0.837961 5.213 -4.334 8.411
O 0.406064 2.137790 2.330918 -0.057 0.223 -5.967
O 2.106549 0.921390 1.010386 -4.667 3.845 -2.093
C 1.430152 3.470506 0.219601 3.096 3.806 -1.843
F 1.202088 3.837273 -1.177944 0.408 -1.524 4.008
F 2.931388 3.486442 0.408061 -4.894 -0.150 -0.614
C 0.917010 4.790551 1.114565 0.522 2.597 -0.059
F -0.557461 4.932595 1.147749 5.183 -0.622 0.305
F 1.417369 5.977318 0.322783 -1.741 -3.717 2.791
F 1.586256 4.885899 2.434694 -2.942 -0.381 -4.688
H -1.743294 -0.198638 4.770887 0.324 -0.446 -3.400
H -3.616446 1.002706 -0.659840 0.961 -0.383 2.188
H -3.933206 0.379632 1.187020 1.521 0.819 -1.829
H -1.988845 2.864599 1.622375 -3.336 -0.688 -1.380
H -4.459771 4.670625 0.501223 -0.003 -1.208 -1.886
H -2.847898 4.327177 0.171100 -1.311 -0.214 1.132
H -1.438359 -2.060768 -2.310088 1.840 -0.846 1.452
H 0.403076 -2.477020 -2.293514 -1.865 -0.492 1.270
H -0.927464 -3.652817 -1.448978 0.989 2.261 -0.484
H -0.487680 -2.883527 1.764634 1.886 0.236 -1.513
H 1.132544 -1.928170 1.499968 -1.274 -1.302 -0.716
H 0.415197 -4.733128 -0.114412 1.549 1.983 1.006
H 1.538925 -4.497470 1.378090 -0.812 1.099 -1.979
H 2.818903 -2.517053 -0.485816 -0.957 -1.997 0.153
H 2.150324 -3.866542 -1.639814 0.788 0.527 2.208
H 3.610067 -5.140173 0.913328 0.091 0.931 -2.254
H 4.758420 -4.030033 -0.088384 -1.920 -0.773 -0.031
H 3.974281 -5.170464 -2.047220 -0.180 -1.285 2.179
```
Positions in Å, forces in eV/Å.

- HOMO level: -5.473 eV
- Gap between HOMO and LUMO: 7.0 eV
- Charge: -1
- Electronic energy: -67835.27536 eV


# 3
# C50H39NO11

A cluster of 4 separate species, C50H39NO11 in total at a distorted geometry (ωB97M-V/def2-TZVPD, OMol25).

```
101
Properties=species:S:1:pos:R:3:forces:R:3
C -1.216945 -0.288612 1.576616 0.067 0.181 -0.558
C -1.845038 0.213283 0.257342 -0.108 0.359 0.471
O -1.030343 1.232211 -0.351586 -0.081 -0.135 0.085
C -2.095190 -0.891080 -0.767031 0.549 -0.787 -0.002
N -2.927668 -2.004071 -0.233475 -0.577 0.664 -0.394
C -4.257223 -1.471010 0.103537 -0.678 0.579 -0.874
C -5.406407 -2.420446 -0.290995 0.729 -0.985 0.669
O -6.659296 -2.122783 0.342781 -0.181 0.238 0.169
C -7.008898 -0.804646 0.246162 -0.538 1.102 0.011
C -6.788360 0.058459 1.526178 0.145 -0.751 -3.193
O -7.787956 1.210485 1.242623 1.055 -1.592 -3.956
C -8.344332 0.861191 0.010330 1.226 -4.076 4.879
O -8.634724 1.556506 -0.831291 -1.728 3.294 -3.621
O -8.414157 -0.527653 0.037300 -0.159 -0.471 -1.001
H -1.582239 0.362055 2.379760 0.205 -0.381 0.051
H -0.121641 -0.216669 1.541921 -0.264 0.004 -0.115
H -1.477088 -1.340866 1.737564 -0.100 0.290 0.179
H -2.775274 0.731052 0.548091 -0.056 -0.513 -0.282
H -1.568643 2.029080 -0.390271 0.236 -0.048 -0.115
H -1.127910 -1.345268 -1.040590 -0.140 0.290 0.144
H -2.527118 -0.508963 -1.709698 0.023 0.306 0.389
H -3.069589 -2.597571 -1.049890 0.131 -0.267 0.312
H -4.366302 -1.200680 1.162712 0.310 -0.330 -0.101
H -4.398964 -0.535255 -0.477477 -0.086 -0.121 0.331
H -5.127179 -3.408915 0.104005 -0.262 0.179 -0.129
H -5.525790 -2.549044 -1.377679 -0.035 0.436 0.170
H -6.596386 -0.350756 -0.674153 0.757 -0.141 0.503
H -5.753848 0.405048 1.519449 -0.354 0.490 0.375
H -7.030049 -0.440530 2.464585 -0.037 -0.552 -0.606
C -6.767517 3.038429 3.019798 0.043 0.003 0.148
C -7.086811 1.734561 3.392662 -0.347 -0.727 0.777
C -6.978153 1.357270 4.725491 0.047 0.144 -0.201
C -6.542807 2.269140 5.681795 0.032 0.038 0.003
C -6.201787 3.566741 5.297876 -0.031 -0.086 0.037
C -6.326472 3.949553 3.966489 0.003 -0.032 -0.200
C -5.688545 4.542942 6.294325 0.083 0.402 -0.163
O -5.394913 5.674231 5.962253 -0.004 -0.067 0.039
C -5.533219 4.103059 7.707285 -0.013 -0.132 0.066
C -5.001979 4.983208 8.642764 0.068 0.091 0.164
C -4.864530 4.589860 9.963729 -0.037 -0.065 -0.021
C -5.265780 3.317231 10.358871 0.008 0.048 -0.053
C -5.790758 2.434421 9.429757 0.047 -0.006 0.187
C -5.917751 2.819953 8.100342 0.039 0.130 -0.019
C -6.450591 1.850473 7.105858 -0.135 -0.403 0.094
O -6.797885 0.737931 7.449228 0.037 0.066 -0.011
H -6.859458 3.341295 1.983646 -0.031 -0.006 0.053
H -7.439259 0.976778 2.598778 0.254 3.338 5.335
H -7.229998 0.345650 5.022983 0.020 0.068 0.156
H -6.074925 4.959662 3.669681 0.039 0.001 0.148
H -4.692339 5.974401 8.338407 -0.068 -0.052 -0.128
H -4.445799 5.275465 10.689702 -0.014 -0.011 -0.018
H -5.164124 3.013865 11.393321 -0.003 0.005 -0.024
H -6.098090 1.443556 9.737370 -0.022 -0.007 -0.150
C 3.670198 2.639522 0.108834 -0.035 -0.089 -0.025
C 2.435401 2.031119 -0.097338 0.086 0.062 0.024
C 2.361583 0.664803 -0.305639 -0.170 0.057 0.004
C 3.521548 -0.099832 -0.320584 0.146 0.084 0.007
C 4.763037 0.513718 -0.137247 -0.124 -0.073 -0.019
C 4.831243 1.883267 0.088240 -0.045 0.188 0.018
C 6.018657 -0.280831 -0.198464 0.379 0.228 0.052
O 7.098115 0.250077 -0.035494 -0.052 -0.044 -0.001
C 5.923885 -1.740334 -0.472567 -0.107 -0.107 -0.054
C 7.087834 -2.490808 -0.591204 0.128 -0.133 -0.025
C 7.012247 -3.852538 -0.834541 -0.076 0.001 0.007
C 5.771841 -4.473254 -0.951625 0.048 0.066 0.013
C 4.609123 -3.728338 -0.838380 0.059 -0.246 -0.057
C 4.680101 -2.360038 -0.608890 0.111 0.070 0.013
C 3.424354 -1.568175 -0.527544 -0.420 -0.151 -0.053
O 2.341197 -2.110889 -0.634354 0.067 0.009 -0.029
H 3.725746 3.707219 0.280524 0.006 -0.023 -0.004
H 1.529297 2.623428 -0.093407 -0.009 -0.060 0.008
H 1.399113 0.195718 -0.460543 0.066 -0.049 -0.008
H 5.790829 2.358701 0.243326 0.041 -0.140 -0.035
H 8.053029 -2.010927 -0.498412 -0.093 0.114 0.015
H 7.920243 -4.433737 -0.932766 -0.017 0.022 -0.008
H 5.714169 -5.538780 -1.136311 0.001 0.023 0.005
H 3.647024 -4.214987 -0.935353 -0.051 0.157 0.043
C 9.138734 -0.007828 -8.777384 0.003 -0.022 0.068
C 9.878768 -0.251740 -7.624328 -0.065 -0.015 -0.038
C 9.286708 -0.872512 -6.537010 0.183 0.065 -0.036
C 7.948139 -1.242324 -6.592568 -0.079 0.056 -0.134
C 7.199428 -0.976233 -7.740971 0.088 -0.026 0.123
C 7.802712 -0.368280 -8.835703 0.120 0.087 -0.116
C 5.753291 -1.320983 -7.801219 -0.230 0.082 -0.358
O 5.102862 -1.093554 -8.801232 0.036 -0.011 0.054
C 5.119919 -1.942154 -6.607557 0.054 -0.023 0.136
C 3.758023 -2.220145 -6.622602 -0.185 -0.057 0.042
C 3.159421 -2.810141 -5.521245 0.082 0.000 0.024
C 3.920779 -3.134048 -4.402210 0.012 0.027 -0.062
C 5.277978 -2.854668 -4.380440 -0.160 -0.080 0.184
C 5.879466 -2.250042 -5.477101 -0.074 0.034 -0.124
C 7.329344 -1.924283 -5.424782 0.248 -0.095 0.376
O 7.993534 -2.204334 -4.446930 -0.038 0.011 -0.051
H 9.605811 0.469560 -9.629616 -0.013 -0.010 0.018
H 10.919809 0.041905 -7.576369 -0.021 -0.014 -0.002
H 9.864698 -1.066188 -5.642945 -0.130 -0.068 0.032
H 7.227282 -0.173155 -9.731042 -0.105 -0.050 0.092
H 3.164595 -1.971957 -7.492799 0.142 0.031 -0.050
H 2.097334 -3.020592 -5.532877 0.024 0.003 -0.002
H 3.452509 -3.600963 -3.544372 0.012 0.031 -0.004
H 5.867089 -3.103676 -3.506192 0.092 0.076 -0.072
```
Positions in Å, forces in eV/Å.

- SMILES string: C[C@@H](O)CNCCO[C@@H]1COC(=O)O1.O=C1c2ccccc2C(=O)c2ccccc21.O=C1c2ccccc2C(=O)c2ccccc21.O=C1c2ccccc2C(=O)c2ccccc21
- HOMO level: -9.635 eV
- Gap between HOMO and LUMO: 8.6 eV
- Electronic energy: -76492.90765 eV